No. 1
DFT (wB97M-V/def2-TZVPD) results for a gas-phase ion, C3H10N3 (charge +1).

CARTESIAN COORDINATES (ANGSTROEM)
H -0.58 -2.41 0.61
N -1.02 0.64 0.08
H 0.54 -0.43 1.40
H 0.97 2.19 -0.58
C -1.57 1.84 0.02
N 0.85 -0.79 0.41
N 0.97 1.19 -0.95
C 0.09 0.23 -0.54
H 0.58 -2.67 -0.77
H -1.71 -0.14 0.40
H 0.95 1.49 -1.94
C 0.49 -2.21 0.31
H -2.44 2.16 0.60
H 1.83 -0.84 0.31
H -1.00 2.64 -0.31
H 1.05 -2.88 0.97

**LUMO energy (spin up / spin down)**: -4.14 / -4.14 eV
**DFT total energy**: -284.19574 Ha
**Orbital gap (spin up / spin down)**: 7.9692 / 7.9731 eV
**Charge**: +1
**E_HOMO (spin up / spin down)**: -0.4451 / -0.4452 Eh
**Relative energy (zero: lowest compared OMol25 entry of this formula, charge and spin)**: 473.2 kJ/mol

=====

No. 2
DFT (wB97M-V/def2-TZVPD) results for a gas-phase ion, C9H16F2N4 (charge +2).

CARTESIAN COORDINATES (ANGSTROEM)
H -0.48 0.98 -1.25
F -1.73 0.02 1.51
H 1.29 2.48 0.45
H -5.44 -0.97 0.15
C 3.12 1.36 0.41
H 3.75 0.14 -1.25
C -4.10 0.49 -0.17
H 3.19 1.34 1.50
F -5.05 1.34 -0.39
H -4.01 -2.81 0.19
H -2.80 1.95 -0.56
C 3.70 0.07 -0.16
H 1.41 -0.85 -1.37
N -2.35 -1.62 -0.30
N -2.86 0.98 -0.25
N -4.44 -0.77 0.05
H 3.23 -2.02 -0.20
C 2.81 -1.11 0.23
N -0.52 0.64 -0.29
C 0.79 0.38 0.30
C -1.69 0.39 0.24
H 1.66 1.74 -1.12
H 0.67 0.28 1.38
H 4.71 -0.08 0.21
H 0.77 -1.76 0.01
H 3.72 2.21 0.07
C 1.68 1.59 -0.04
H -1.72 -2.41 -0.36
C 1.39 -0.91 -0.28
C -3.55 -1.84 -0.01
H 2.81 -1.22 1.32

**LUMO energy**: -9.24 eV
**DFT total energy**: -770.66125 Ha
**Orbital gap**: 7.4453 eV
**Charge**: +2
**Structure (SMILES)**: [H]/N=C/[NH+]=C(/F)N/C(F)=[NH+]/C1CCCCC1
**E_HOMO**: -0.6133 Eh
**Relative energy (zero: lowest compared OMol25 entry of this formula, charge and spin)**: 4.7 kJ/mol

=====

Calculated largest force on an atom in order - 4.8; 2.2 eV/Å